CH2ClNOS | ωB97M-V/def2-TZVPD

```
7
Properties=species:S:1:pos:R:3:mulliken_charge:R:1
C 0.862 -0.187 -0.434 -0.095
N -2.263 0.148 1.395 -0.156
O -0.427 -0.176 -0.835 -0.475
S -2.090 0.124 -0.006 0.485
Cl 1.062 1.132 0.823 -0.242
H 1.638 0.005 -1.151 0.265
H 1.219 -1.045 0.208 0.217
```

Highest occupied orbital energy in eV: -10.34
Orbital gap in eV: 9.101

***

CHHgLiO2 | ωB97M-V/def2-TZVPD

```
6
Properties=species:S:1:pos:R:3:mulliken_charge:R:1
H -0.306 -1.545 -0.194 0.393
O 0.221 -0.677 -0.260 -0.299
C -0.914 -0.243 0.159 0.622
O -1.582 0.679 0.007 -0.105
Li 2.025 0.056 0.309 0.878
Hg 0.556 1.729 -0.022 0.511
```

Highest occupied orbital energy (alpha / beta) in eV: -20.75 / -20.51
Charge: +2
Orbital gap (alpha / beta) in eV: 7.832 / 6.785

***

C25H25PRhSbSe2Te2 | ωB97M-V/def2-TZVPD

```
57
Properties=species:S:1:pos:R:3:mulliken_charge:R:1
Rh 0.106 -0.137 0.465 -0.079
C 6.094 -1.666 1.520 -0.521
C 5.037 -1.333 2.356 -0.735
C 3.849 -0.865 1.815 -0.299
C 3.716 -0.722 0.435 0.826
C 4.783 -1.050 -0.401 -0.216
C 5.969 -1.519 0.145 -0.796
P 2.185 -0.019 -0.200 1.575
C 1.957 -0.715 -1.874 0.250
C 1.440 0.065 -2.905 -0.541
C 1.165 -0.508 -4.140 -0.774
C 1.397 -1.858 -4.353 -0.581
C 1.914 -2.643 -3.328 -0.937
C 2.188 -2.075 -2.095 -0.127
C 2.543 1.717 -0.463 0.816
C 3.778 2.282 -0.637 -0.683
C 3.877 3.672 -0.855 -0.890
C 2.746 4.441 -0.870 -0.837
C 1.468 3.878 -0.636 0.692
C 0.291 4.665 -0.593 -0.854
C -0.899 4.063 -0.326 -0.940
C -0.986 2.669 -0.077 0.051
C 0.112 1.838 -0.118 -0.153
C 1.362 2.488 -0.417 0.398
H 7.017 -2.044 1.941 0.396
H 5.134 -1.441 3.429 0.428
H 3.020 -0.608 2.465 -0.219
H 4.697 -0.926 -1.474 0.521
H 6.797 -1.768 -0.505 0.423
H 1.253 1.120 -2.747 0.401
H 0.768 0.107 -4.937 0.449
H 1.179 -2.301 -5.316 0.399
H 2.106 -3.696 -3.490 0.460
H 2.606 -2.686 -1.305 0.640
H 4.676 1.676 -0.623 0.453
H 4.850 4.123 -1.003 0.417
H 2.814 5.510 -1.037 0.383
H 0.360 5.734 -0.757 0.387
H -1.807 4.653 -0.287 0.418
H -1.962 2.267 0.143 0.067
Se -2.380 -0.296 0.200 -0.601
Te -3.159 0.586 2.427 -0.056
Te -1.344 -0.663 3.968 -0.194
Se 0.618 0.213 2.789 -0.227
C 1.152 -4.433 0.551 -1.355
Sb -0.253 -2.825 0.329 0.862
C -1.335 -3.507 -1.357 -1.230
C -1.503 -3.604 1.847 -1.248
H 0.596 -5.371 0.551 0.447
H 1.656 -4.315 1.511 0.424
H 1.898 -4.464 -0.241 0.386
H -1.981 -4.320 -1.029 0.383
H -0.647 -3.858 -2.125 0.341
H -1.942 -2.699 -1.759 0.351
H -1.618 -4.679 1.695 0.418
H -2.472 -3.112 1.800 0.322
H -1.055 -3.419 2.820 0.310
```

Highest occupied orbital energy (alpha / beta) in eV: -6.85 / -6.85
Orbital gap (alpha / beta) in eV: 5.353 / 5.356

***

C5H8O | ωB97M-V/def2-TZVPD

```
14
Properties=species:S:1:pos:R:3:mulliken_charge:R:1
C 2.117 -0.816 -0.245 -0.770
C 0.985 -0.323 -0.740 -0.114
C 0.330 0.935 -0.226 -0.690
C -0.738 0.589 0.810 0.780
C -1.934 -0.194 0.313 -1.111
O -0.612 0.906 1.972 -0.546
H 2.658 -0.303 0.548 0.252
H 2.540 -1.747 -0.611 0.267
H 0.463 -0.864 -1.529 0.353
H 1.061 1.585 0.262 0.317
H -0.135 1.487 -1.054 0.322
H -2.635 -0.359 1.133 0.317
H -2.434 0.343 -0.501 0.323
H -1.608 -1.161 -0.088 0.302
```

Highest occupied orbital energy in eV: -9.39
Orbital gap in eV: 10.363

***

C22H33BF2NO2SbW | ωB97M-V/def2-TZVPD

```
63
Properties=species:S:1:pos:R:3:mulliken_charge:R:1
W 0.241 0.856 0.231 0.281
O 3.751 2.697 0.865 -0.428
C 2.593 2.642 0.675 0.429
O 1.938 1.407 0.530 -0.290
C 1.595 3.731 0.564 0.846
C 2.075 5.031 0.650 -1.114
C 1.176 6.054 0.542 -0.422
C -0.182 5.756 0.377 1.145
C -1.141 6.795 0.277 -0.932
C -2.464 6.510 0.142 -0.619
C -2.882 5.163 0.116 -0.990
C -1.980 4.143 0.207 -0.152
C -0.598 4.391 0.323 0.241
N 0.322 3.369 0.396 -0.459
H 3.136 5.188 0.788 0.516
H 1.496 7.087 0.590 0.499
H -0.792 7.819 0.315 0.422
H -3.194 7.304 0.068 0.430
H -3.935 4.930 0.032 0.472
H -2.358 3.141 0.228 0.374
F -2.975 1.077 0.418 -0.053
B -1.982 1.178 -0.457 0.581
F -2.330 1.245 -1.726 -0.109
C 2.231 -4.085 0.004 -1.473
C 2.268 -2.575 -0.198 1.169
C 2.890 -2.199 -1.542 -1.600
C 3.022 -1.900 0.943 -1.427
Sb 0.176 -1.844 -0.287 1.352
C -0.739 -1.942 1.701 1.657
C -2.254 -2.089 1.623 -1.696
C -0.381 -0.540 2.174 -2.054
C -0.148 -2.989 2.639 -1.570
C -0.910 -2.605 -2.037 1.206
C -0.455 -4.018 -2.362 -1.744
C -2.400 -2.564 -1.715 -1.509
C -0.562 -1.632 -3.163 -1.414
H 3.263 -4.449 0.023 0.500
H 1.717 -4.607 -0.802 0.312
H 1.773 -4.361 0.953 0.305
H 3.941 -2.502 -1.531 0.498
H 2.864 -1.125 -1.728 0.329
H 2.413 -2.713 -2.378 0.300
H 4.062 -2.241 0.900 0.565
H 2.641 -2.180 1.924 0.271
H 3.048 -0.816 0.855 0.235
H -2.723 -1.384 0.935 0.270
H -2.685 -1.922 2.615 0.502
H -2.526 -3.098 1.317 0.379
H -0.979 0.336 1.711 0.244
H 0.704 -0.342 2.243 0.542
H -0.799 -0.317 3.167 0.594
H -0.346 -3.994 2.264 0.396
H -0.628 -2.910 3.620 0.457
H 0.924 -2.883 2.784 0.327
H -0.639 -4.718 -1.546 0.402
H 0.597 -4.064 -2.644 0.331
H -1.037 -4.359 -3.225 0.517
H -2.672 -3.276 -0.938 0.343
H -2.949 -2.838 -2.621 0.525
H -2.738 -1.569 -1.423 0.240
H 0.501 -1.644 -3.406 0.312
H -0.867 -0.609 -2.939 0.239
H -1.107 -1.949 -4.058 0.501
```

Highest occupied orbital energy (alpha / beta) in eV: -14.75 / -14.76
Charge: +2
Orbital gap (alpha / beta) in eV: 6.398 / 6.408

***

C39H62N17O4P | ωB97M-V/def2-TZVPD

```
123
Properties=species:S:1:pos:R:3:mulliken_charge:R:1
C 2.834 0.503 -0.580 -0.742
C 3.698 -0.273 -1.664 -0.844
C 2.951 -1.541 -2.356 0.328
C 2.974 -2.736 -1.307 -1.333
C 1.604 -1.224 -3.098 0.505
P -0.108 -1.080 -2.342 0.263
N -0.431 -2.391 -1.162 -0.323
O -0.220 0.337 -1.349 -0.375
C 1.426 -2.285 -4.314 -0.242
O 0.514 -1.495 -5.118 -0.350
C 0.682 -0.111 -4.822 0.360
O 0.050 0.843 -5.230 -0.529
O 1.789 -0.001 -3.890 -0.496
H 2.107 -0.128 0.017 0.089
H 3.512 1.139 0.093 0.400
H 2.201 1.270 -1.156 0.134
H 4.190 0.401 -2.445 0.317
H 4.576 -0.756 -1.096 0.220
H 3.701 -1.843 -3.179 0.403
H 3.527 -2.499 -0.329 0.343
H 1.973 -3.182 -1.023 0.324
H 3.578 -3.601 -1.763 0.292
H -1.455 -2.551 -1.230 0.012
H -0.044 -3.235 -1.636 0.262
H -1.192 0.475 -1.241 0.250
H 0.766 -3.068 -3.830 0.175
H 2.392 -2.637 -4.783 0.324
C -1.930 -4.366 1.823 -0.213
C -1.958 -4.608 0.352 0.463
N -1.980 -4.796 -0.797 -0.578
H -2.216 -5.272 2.353 0.004
H -0.924 -4.076 2.131 0.336
H -2.626 -3.564 2.083 0.020
C 0.671 -5.740 -7.156 -0.854
C 0.888 -5.533 -5.694 0.416
N 1.056 -5.371 -4.554 -0.407
H 1.538 -5.383 -7.713 0.266
H 0.526 -6.800 -7.363 0.323
H -0.213 -5.189 -7.481 0.270
C -0.628 2.719 1.056 0.775
C 0.844 2.763 1.293 0.426
N 1.993 2.797 1.475 -0.531
H -0.863 1.941 0.330 -0.495
H -1.148 2.504 1.990 -0.139
H -0.971 3.681 0.671 0.015
C 0.232 7.140 -0.267 -0.597
C -0.782 6.105 -0.625 0.393
N -1.572 5.297 -0.905 -0.483
H -0.073 8.116 -0.648 0.151
H 0.334 7.200 0.817 0.255
H 1.199 6.880 -0.700 0.279
C 7.824 -1.313 -1.901 -0.989
C 6.827 -2.355 -2.284 0.498
N 6.049 -3.168 -2.583 -0.471
H 7.506 -0.339 -2.273 0.322
H 7.913 -1.269 -0.815 0.297
H 8.797 -1.557 -2.328 0.377
C 0.448 10.579 -3.440 -0.761
C 0.677 10.804 -1.977 0.346
N 0.859 10.992 -0.806 -0.418
H 1.317 10.915 -4.007 0.270
H 0.288 9.517 -3.631 0.268
H -0.431 11.137 -3.771 0.177
C -4.681 -6.557 4.202 -0.804
C -3.209 -6.352 4.353 0.450
N -2.063 -6.192 4.471 -0.478
H -5.098 -6.951 5.129 0.338
H -5.166 -5.609 3.969 0.206
H -4.877 -7.264 3.395 0.328
C -1.671 12.005 2.688 -0.863
C -0.801 11.594 1.542 0.325
N -0.111 11.270 0.642 -0.119
H -1.427 13.024 2.994 0.268
H -2.719 11.964 2.391 0.256
H -1.513 11.333 3.533 0.267
C -4.853 -2.999 -1.906 -0.629
C -4.154 -1.710 -1.630 0.281
N -3.606 -0.707 -1.414 -0.425
H -5.728 -2.820 -2.532 0.366
H -4.178 -3.683 -2.424 0.333
H -5.173 -3.457 -0.970 0.083
C 8.003 -5.648 -0.254 -0.470
C 8.728 -4.377 0.043 0.368
N 9.292 -3.386 0.275 -0.464
H 7.149 -5.445 -0.903 0.197
H 8.672 -6.349 -0.754 0.271
H 7.645 -6.097 0.674 0.069
C -1.453 -0.035 3.519 -0.487
C -2.471 -1.068 3.162 0.212
N -3.259 -1.877 2.883 -0.545
H -1.780 0.943 3.167 0.034
H -1.323 0.001 4.597 0.488
H -0.498 -0.281 3.052 0.307
C -8.136 -5.738 -1.876 -0.765
C -7.542 -4.781 -0.897 0.423
N -7.080 -4.035 -0.134 -0.450
H -9.211 -5.574 -1.950 0.278
H -7.685 -5.591 -2.859 0.270
H -7.953 -6.763 -1.550 0.270
C -6.512 -4.337 7.130 -0.764
C -7.082 -4.966 5.902 0.382
N -7.527 -5.455 4.945 -0.416
H -5.615 -4.875 7.440 0.263
H -6.250 -3.298 6.926 0.269
H -7.244 -4.368 7.937 0.302
C 0.786 4.098 5.146 -0.813
C 0.394 2.660 5.202 0.362
N 0.090 1.538 5.246 -0.434
H 0.082 4.650 4.522 0.235
H 0.781 4.523 6.150 0.335
H 1.787 4.193 4.723 0.276
C -3.458 11.987 -2.158 -0.654
C -3.476 11.715 -3.626 0.294
N -3.488 11.502 -4.770 -0.387
H -3.770 11.096 -1.612 0.244
H -2.449 12.262 -1.844 0.213
H -4.139 12.806 -1.924 0.295
C 6.846 -5.661 4.457 -0.756
C 6.297 -6.285 3.216 0.402
N 5.869 -6.771 2.250 -0.436
H 7.724 -6.214 4.792 0.264
H 7.131 -4.628 4.256 0.262
H 6.092 -5.677 5.244 0.297
```

Highest occupied orbital energy in eV: -7.20
Orbital gap in eV: 7.385

***

These records have energy above the lowest of the compared OMol25 structures with the same formula, charge and spin values of 54.7, 16.4, 24.1, 19.0, 0.0, 0.0 kcal/mol, in the order they appear.